No. 1
{"formula": "CH4NO2S", "method": "wB97M-V/def2-TZVPD", "molar_mass_g_mol": 94.1, "charge": -1, "lumo_energy_ev": [4.1, 4.1], "multiplicity": 1, "gap_ev": [6.0, 6.6], "energy_ev": -17521.0463, "de_lowest_ev": 3.981, "symbols": ["C", "N", "O", "O", "S", "H", "H", "H", "H"], "xyz": [[-0.57088, 0.05735, -0.19763], [-1.45415, -1.19882, -0.09524], [2.29141, 1.37259, -1.01953], [2.40953, 0.42045, 1.23310], [1.66993, 1.34383, 0.32611], [-0.89172, -2.03986, -0.09191], [-1.08707, 0.88286, 0.29544], [-0.43779, 0.28121, -1.25333], [-1.92926, -1.11960, 0.80299]], "lowdin_charge": [-0.28, -0.12, -0.61, -0.63, 0.65, 0.01, -0.03, -0.02, 0.02]}


No. 2
{"formula": "C3H12N3O", "method": "wB97M-V/def2-TZVPD", "molar_mass_g_mol": 106.1, "charge": 1, "lumo_energy_ev": -3.4, "multiplicity": 1, "gap_ev": 10.1, "energy_ev": -9814.6476, "de_lowest_ev": 4.166, "symbols": ["C", "C", "C", "N", "N", "N", "O", "H", "H", "H", "H", "H", "H", "H", "H", "H", "H", "H", "H"], "xyz": [[-1.14969, 1.28219, -0.40396], [0.04495, -0.25320, 1.37903], [0.04418, 0.46092, 0.01210], [-0.80985, -1.54919, -0.99889], [1.21337, 0.68242, -0.64256], [2.43336, 0.08718, -0.36990], [-1.29204, -0.18789, 1.73547], [-1.61507, 0.59539, -0.98343], [-1.80591, 1.58493, 0.41913], [-0.80903, 2.08993, -1.04690], [0.76840, 0.32319, 2.05137], [0.31115, -1.31519, 1.35097], [-0.14715, -2.18942, -0.51312], [-0.65217, -1.62357, -2.03341], [1.26138, 1.29358, -1.51722], [3.18433, 0.55684, -0.67135], [-1.77096, -1.68269, -0.90071], [2.40096, -0.25936, 0.56267], [-1.61019, 0.10393, 2.57072]], "lowdin_charge": [0.01, -0.20, -0.19, 0.07, 0.02, 0.13, -0.04, 0.04, 0.11, 0.10, 0.17, 0.12, 0.08, 0.09, 0.21, 0.06, 0.04, 0.09, 0.11]}


No. 3
{"formula": "C6H10O", "method": "wB97M-V/def2-TZVPD", "molar_mass_g_mol": 98.1, "lumo_energy_ev": 0.1, "multiplicity": 1, "gap_ev": 9.8, "energy_ev": -8429.0897, "de_lowest_ev": 2.151, "symbols": ["C", "C", "C", "C", "C", "C", "O", "H", "H", "H", "H", "H", "H", "H", "H", "H", "H"], "xyz": [[-1.95586, 0.17870, 0.84625], [-1.42547, 1.00208, -0.05380], [0.00202, 1.49889, 0.00806], [0.81485, 0.70537, -0.97988], [1.57521, -0.36772, -0.72228], [1.80558, -0.96967, 0.60785], [1.34434, -0.58563, 1.66465], [-1.38148, -0.15847, 1.70642], [-2.97198, -0.19404, 0.74467], [-2.01199, 1.30804, -0.92100], [0.04296, 2.56190, -0.26026], [0.39832, 1.37115, 1.01562], [0.71600, 1.00478, -2.02429], [2.06058, -0.88195, -1.54989], [2.46371, -1.86422, 0.59080], [-0.91841, -2.00123, -0.21770], [-0.55837, -2.60800, -0.45523]], "lowdin_charge": [-0.02, -0.18, -0.20, -0.07, -0.09, -0.28, 0.02, 0.06, 0.06, 0.10, 0.11, 0.10, 0.11, 0.10, 0.11, 0.03, 0.05]}


No. 4
{"formula": "H20O10", "method": "wB97M-V/def2-TZVPD", "molar_mass_g_mol": 180.2, "lumo_energy_ev": -0.4, "multiplicity": 1, "gap_ev": 9.8, "energy_ev": -20799.5935, "de_lowest_ev": 3.019, "symbols": ["O", "H", "H", "O", "H", "H", "O", "H", "H", "O", "H", "H", "O", "H", "H", "O", "H", "H", "O", "H", "H", "O", "H", "H", "O", "H", "H", "O", "H", "H"], "xyz": [[-2.87080, -1.22777, 1.28553], [-2.03580, -1.09377, 0.87553], [-3.10580, -0.34677, 1.47653], [-2.66280, 0.09023, -3.21947], [-1.75380, -0.25577, -3.21147], [-2.78780, 0.67723, -2.46647], [0.51520, 1.29023, 2.47453], [0.85520, 1.68923, 3.28453], [0.73520, 0.32423, 2.51753], [-2.84780, 1.18523, -0.85347], [-3.63980, 1.76823, -0.81847], [-2.33380, 1.41123, -0.03747], [1.03220, 1.89523, -0.37347], [1.25920, 2.27323, 0.48453], [0.67220, 1.04523, -0.12947], [4.22220, -0.52477, -0.84947], [3.95520, -0.56277, -1.72947], [3.40320, -0.68777, -0.35947], [0.32820, -1.65177, 2.75553], [-0.51180, -1.98877, 2.97253], [0.90920, -1.66077, 3.49953], [-0.42280, -0.60577, -0.26547], [0.50420, -0.79077, 0.01053], [-0.30380, -0.71477, -1.21247], [2.03420, -0.91777, 0.82553], [1.38120, -1.31177, 1.45753], [2.63820, -0.39177, 1.31353], [0.11920, 0.01123, -3.18847], [-0.26780, 0.85423, -2.96647], [0.98020, 0.21823, -3.55247]], "lowdin_charge": [-0.02, -0.04, 0.00, -0.08, -0.01, -0.03, -0.06, 0.05, 0.01, -0.07, 0.09, 0.08, -0.06, 0.02, -0.04, -0.03, -0.01, -0.01, 0.01, 0.06, 0.07, -0.06, 0.01, 0.03, -0.06, 0.03, 0.06, -0.04, 0.05, 0.06]}


- Which value of multiplicity does entry 4 give?
  1